C19H21AuN3O2SeSi | ωB97M-V/def2-TZVPD

The geometry in XYZ format:
```
48
Properties=species:S:1:pos:R:3:forces:R:3:mulliken_charge:R:1
Au 0.0852 -0.2640 -0.3576 0.0 0.4 -0.2 0.399
C -1.5828 -2.5898 -4.0246 0.0 0.0 0.0 -0.754
C -1.3980 -3.9199 -3.6941 0.0 0.0 0.1 -0.516
C -0.8363 -4.2411 -2.4677 -0.1 0.1 -0.1 -0.523
C -0.4691 -3.2146 -1.6053 0.1 -0.1 0.2 0.224
N -0.6445 -1.9364 -1.9346 0.0 0.1 0.2 -0.073
C -1.1902 -1.6293 -3.1087 0.0 0.0 0.0 -0.124
C 0.1250 -3.5039 -0.2516 -0.1 0.0 -0.2 0.858
C 0.3536 -4.8091 0.1675 0.0 0.1 0.1 -0.510
C 0.8720 -5.0165 1.4310 0.0 -0.1 0.0 -0.968
C 1.1414 -3.9354 2.2489 -0.1 0.0 -0.1 -0.533
C 0.8923 -2.6568 1.7653 0.0 0.2 0.2 0.749
N 0.4066 -2.4666 0.5376 0.0 0.1 0.0 0.075
C 1.1462 -1.4398 2.6233 0.0 -0.3 -0.2 0.221
C 1.6372 -1.5618 3.9192 0.0 0.2 0.0 -0.572
C 1.8381 -0.4124 4.6688 0.0 -0.1 0.0 -0.590
C 1.5437 0.8186 4.1097 0.0 0.0 0.0 -0.651
C 1.0607 0.8417 2.8122 0.0 0.0 0.0 0.238
N 0.8690 -0.2541 2.0898 0.0 -0.1 0.0 0.071
H -2.0238 -2.2897 -4.9642 0.0 0.0 0.0 0.425
H -1.6912 -4.7063 -4.3764 0.0 0.0 0.0 0.446
H -0.7011 -5.2774 -2.2047 0.0 0.0 0.0 0.300
H -1.3272 -0.5758 -3.3146 0.0 0.0 0.0 0.359
H 0.1360 -5.6540 -0.4644 0.0 0.0 0.0 0.299
H 1.0596 -6.0221 1.7832 0.0 0.0 0.0 0.443
H 1.5344 -4.1046 3.2376 0.0 0.0 0.0 0.289
H 1.8638 -2.5203 4.3567 0.0 0.0 0.0 0.305
H 2.2189 -0.4869 5.6785 0.0 0.0 0.0 0.448
H 1.6814 1.7398 4.6580 0.0 0.0 0.0 0.411
H 0.8110 1.7775 2.3265 0.0 0.0 0.0 -0.104
O -1.7699 2.2037 -4.4874 0.0 -0.1 0.0 -0.442
C -0.9141 2.2730 -3.6685 -0.1 0.2 0.1 0.116
O -1.1905 2.0503 -2.3494 0.1 0.0 -0.1 -0.349
H 0.1383 2.5327 -3.8664 0.0 -0.1 0.0 0.431
C -1.9603 3.8093 0.6704 0.0 0.0 0.0 -1.046
Si -0.3519 4.1080 -0.1984 -0.2 0.1 0.2 0.616
C -0.4804 5.2659 -1.6406 0.0 0.0 0.0 -1.064
C 1.0912 4.4743 0.9159 0.1 0.0 0.0 -1.055
Se 0.2610 2.0808 -1.2227 0.2 -0.7 -0.1 0.087
H -2.3560 4.7359 1.0930 0.0 0.0 0.0 0.381
H -1.8354 3.0919 1.4835 0.0 0.0 0.0 0.338
H -2.7002 3.4153 -0.0281 0.0 0.0 0.0 0.322
H -0.7055 6.2739 -1.2832 0.0 0.0 0.0 0.376
H -1.2819 4.9727 -2.3197 0.0 0.0 0.0 0.306
H 0.4588 5.3110 -2.1944 0.0 0.0 0.0 0.320
H 1.1157 5.5433 1.1397 0.0 0.0 0.0 0.395
H 2.0449 4.2254 0.4459 0.0 0.0 0.0 0.374
H 1.0246 3.9436 1.8653 0.0 0.0 0.0 0.254
```
Forces are in eV/Å.

Values from the calculation:
* ΔE to the lowest compared entry with this formula, charge and spin: 0.0 kcal per mole
* multiplicity: 1
* E_HOMO: -11.06 eV
* total charge: +1

C9H21AgClN3O3 | ωB97M-V/def2-TZVPD

The geometry in XYZ format:
```
38
Properties=species:S:1:pos:R:3:forces:R:3:mulliken_charge:R:1
Ag -3.3069 1.4722 2.4262 1.3 -0.3 -1.2 0.676
Cl -1.2694 0.9563 0.4948 -1.4 0.4 1.5 -0.720
C -1.8359 1.0512 -3.2851 0.6 -1.3 1.0 -0.503
C -0.3197 1.2400 -3.3506 -0.5 0.4 -1.8 0.645
O 0.1647 1.3462 -4.4736 0.5 0.0 0.4 -0.694
N 0.3989 1.3409 -2.2216 -0.6 -0.4 0.2 0.354
C 1.8121 1.6274 -2.1505 0.0 0.3 0.1 -0.905
H -2.1188 0.4206 -4.1251 0.0 0.6 -0.4 0.275
H -2.3698 1.9956 -3.2368 0.0 0.0 -0.1 0.294
H -2.0939 0.4054 -2.4415 -0.2 0.5 0.4 -0.049
H -0.1048 1.2391 -1.3452 0.2 0.1 -0.3 -0.205
H 2.2098 2.1125 -3.0401 -0.5 0.1 -0.1 0.318
H 2.4321 0.7371 -2.0271 -0.1 -0.1 0.3 0.262
H 1.8806 2.3184 -1.3098 0.7 -0.2 0.1 0.323
C -4.0189 -1.8080 -0.2520 0.1 -0.1 0.3 -0.827
C -2.8668 -2.5928 -0.8532 0.0 0.3 -0.2 0.597
O -2.9806 -3.7682 -1.1543 0.0 0.1 0.0 -0.655
N -1.7476 -1.8628 -1.0846 -1.0 -0.5 0.3 0.173
C -0.6853 -2.4236 -1.8576 0.9 0.3 -0.8 -0.961
H -3.9520 -0.7328 -0.4195 0.1 0.0 -0.2 0.214
H -4.0157 -1.9630 0.8297 -0.2 -0.1 0.0 0.197
H -4.9341 -2.2136 -0.6770 -0.1 0.1 0.1 0.326
H -1.7118 -0.9529 -0.6412 0.4 -0.1 -0.3 -0.024
H -1.0455 -2.9513 -2.7420 -0.4 -0.1 0.3 0.345
H -0.0247 -3.1107 -1.3254 -0.1 0.1 0.2 0.316
H -0.1021 -1.6055 -2.2872 0.2 0.0 0.3 0.238
C 2.3278 1.2573 1.7752 -0.4 -1.5 0.2 -0.658
C 2.6494 1.2883 3.2717 0.1 1.8 -1.7 0.570
O 2.6626 2.3636 3.8592 -0.2 -0.6 0.3 -0.630
N 2.9048 0.1202 3.8574 0.3 -0.4 1.1 -0.213
C 3.0707 0.0343 5.3013 0.1 -1.3 -0.4 -0.857
H 3.0003 1.8393 1.1535 -0.1 0.3 0.2 0.273
H 1.2729 1.4964 1.6366 0.1 0.7 0.0 0.074
H 2.3172 0.2292 1.3950 0.4 0.0 0.0 0.278
H 3.0760 -0.7174 3.3329 -0.2 0.2 -0.3 0.271
H 4.0544 0.3173 5.6750 -0.1 0.6 -0.1 0.268
H 3.0218 -1.0414 5.4900 -0.3 0.1 0.4 0.345
H 2.2482 0.5354 5.8025 0.2 0.2 0.1 0.271
```
Forces are in eV/Å.

Values from the calculation:
* ΔE to the lowest compared entry with this formula, charge and spin: 41.1 kcal per mole
* multiplicity: 1
* E_HOMO: -8.95 eV
* total charge: 0

The following total energy values (in Ha) correspond, in order, to the records above: -3877.83984 -1352.67810.